# 1
Formula: C3H7BrN
Source: OMol25
Level of theory: the ωB97M-V functional and the def2-TZVPD basis

## Properties
HOMO energy (alpha / beta) = -9.387 / -15.383 eV
LUMO level (alpha / beta) = -4.4 / -9.4 eV

ORCA input file:
```
! RIJCOSX wB97M-V def2-TZVPD def2/J DEFGRID3
* xyz 1 3
C 1.13319 -1.16403 0.70118
C -1.21640 2.08355 0.10640
C -1.89048 1.12266 -0.48204
N 1.81663 -1.78113 -0.12995
Br -1.41588 -0.80051 -0.40503
H 0.87536 -1.60580 1.59291
H 0.84398 -0.18046 0.38071
H -1.41003 3.19207 -0.07753
H -0.29864 1.97603 0.62693
H -2.65922 1.24028 -1.27487
H 2.20651 -2.71916 0.00996
H 2.01500 -1.36348 -1.04866
*
```


# 2
Formula: C7H9NO
Source: OMol25
Level of theory: the ωB97M-V functional and the def2-TZVPD basis

## Properties
HOMO energy = -8.718 eV
SMILES string = CC#CO/C=C\N=C/C
LUMO level = 0.9 eV

ORCA input file:
```
! RIJCOSX wB97M-V def2-TZVPD def2/J DEFGRID3
* xyz 0 1
C 0.27445 2.64729 2.65603
C -0.36328 1.85741 1.62882
C -0.86441 1.04844 0.91500
O -1.23057 0.21339 -0.07436
C -1.17455 -1.08635 0.37136
C -0.23706 -2.04384 0.16856
N 1.05569 -1.80321 -0.28375
C 1.37426 -1.52579 -1.49278
C 0.58023 -1.37837 -2.74407
H 1.11896 2.11071 3.14436
H -0.46858 2.87436 3.59146
H 0.67896 3.60887 2.25031
H -2.11257 -1.48710 0.76876
H -0.54371 -3.11423 0.48176
H 2.42528 -1.24426 -1.52475
H 1.03058 -1.96394 -3.54686
H 0.49859 -0.35169 -3.09149
H -0.39932 -1.81212 -2.59405
*
```


# 3
Formula: C26H27N6O3ReS
Source: OMol25
Level of theory: the ωB97M-V functional and the def2-TZVPD basis

## Properties
HOMO energy (alpha / beta) = -14.864 / -14.884 eV
LUMO level (alpha / beta) = -11.6 / -11.4 eV

ORCA input file:
```
! RIJCOSX wB97M-V def2-TZVPD def2/J DEFGRID3
* xyz 3 2
Re -0.31448 0.84235 0.20170
O -1.18077 -2.17105 -2.18053
C -0.59700 -1.34416 -1.59600
O -1.29298 -0.35355 -0.82439
C 0.87528 -1.14523 -1.51518
C 1.76706 -1.94883 -2.19168
C 3.11285 -1.67874 -2.04498
C 3.54456 -0.60857 -1.24384
C 4.92091 -0.29700 -1.08818
C 5.30646 0.75350 -0.31298
C 4.33407 1.54635 0.34361
C 2.99917 1.27482 0.21822
C 2.58498 0.19139 -0.57460
N 1.24926 -0.11865 -0.73091
H 1.38800 -2.75149 -2.81073
H 3.84986 -2.28885 -2.55501
H 5.65353 -0.90826 -1.60042
H 6.35534 0.98996 -0.19668
H 4.65654 2.37887 0.95549
H 2.27136 1.89659 0.73067
C -2.81943 -1.58013 3.80890
N -2.03438 -0.62572 3.00039
C -1.10922 0.18054 3.47836
S -0.24182 1.38314 2.45711
N -0.78098 0.19543 4.74760
C 0.18912 1.09357 5.41630
H -3.75077 -1.77040 3.28466
H -3.07183 -1.14181 4.77292
H -2.27687 -2.51455 3.94545
H -2.21652 -0.62046 2.00868
H -1.27010 -0.45332 5.34991
H 0.33428 0.71636 6.42363
H -0.20021 2.10758 5.46925
H 1.14303 1.07296 4.89617
C 2.90813 9.35468 -1.71641
C 1.51884 8.76775 -1.79922
C 1.08234 7.80260 -0.91571
C -0.21688 7.29119 -0.96071
C -1.10915 7.76219 -1.91572
N -2.45691 7.30881 -2.06534
C -3.24974 6.60680 -1.20590
O -4.41392 6.81257 -1.00974
N -2.64151 5.49272 -0.53907
C -1.67625 4.64881 -1.00907
C -0.93678 4.85524 -2.20219
C 0.01931 3.92846 -2.59530
C 0.26438 2.81328 -1.84003
N -0.43567 2.60752 -0.68536
C -1.37969 3.51402 -0.27512
C -0.68157 8.73413 -2.81383
C 0.60744 9.22126 -2.75421
H 3.61367 8.65730 -1.26794
H 2.90155 10.25501 -1.09992
H 3.27690 9.64343 -2.69903
H 1.76014 7.45192 -0.14524
H -0.52637 6.58832 -0.19994
H -3.03404 7.90010 -2.65082
H -3.27610 5.13485 0.16231
H -1.14061 5.71767 -2.81792
H 0.57812 4.07635 -3.50916
H 0.99739 2.07125 -2.11637
H -1.89382 3.29887 0.65189
H -1.37162 9.11670 -3.55806
H 0.91495 9.98475 -3.45859
*
```


# 4
Formula: C24H25N2O2RuS2
Source: OMol25
Level of theory: the ωB97M-V functional and the def2-TZVPD basis

## Properties
HOMO energy (alpha / beta) = -6.069 / -6.546 eV
LUMO level (alpha / beta) = -0.1 / -0.2 eV

ORCA input file:
```
! RIJCOSX wB97M-V def2-TZVPD def2/J DEFGRID3
* xyz 0 2
Ru 0.63612 -0.48239 0.76755
C 4.43075 -2.14418 -1.34228
C 3.04951 -1.90417 -0.79152
S 2.73456 -0.35169 -0.10120
C 2.05753 -2.82376 -0.83083
C 2.18676 -4.20864 -1.39906
S 0.48892 -2.37735 -0.24630
H 5.06526 -1.27772 -1.16297
H 4.40468 -2.32827 -2.41899
H 4.90245 -3.00858 -0.86973
H 3.18625 -4.37691 -1.79938
H 1.47125 -4.37445 -2.20787
H 1.99528 -4.96599 -0.63617
C 2.43346 -2.57271 4.09647
C 1.50748 -2.31986 5.10591
C 0.35792 -1.61370 4.80841
C 0.14093 -1.15633 3.50676
C 1.08325 -1.37574 2.48119
C 2.22618 -2.10861 2.80786
C -1.11008 -0.50679 3.09707
C -2.09884 -0.03583 4.00175
C -3.23529 0.53060 3.52494
C -3.45847 0.60082 2.12826
C -4.64684 1.10949 1.56004
C -4.83041 1.09136 0.20602
C -3.83366 0.55054 -0.63257
C -2.66303 0.07222 -0.11173
C -2.44516 0.10864 1.28212
N -1.27057 -0.37953 1.78484
H 3.32955 -3.13866 4.32290
H 1.67790 -2.68799 6.10911
H -0.37835 -1.44256 5.58410
H 2.96016 -2.31682 2.03959
H -1.92125 -0.11156 5.06412
H -3.98759 0.92002 4.20088
H -5.41495 1.49848 2.21788
H -5.74810 1.47016 -0.22443
H -4.01050 0.49187 -1.69986
H -1.89671 -0.37289 -0.73264
O 0.15469 1.43220 -0.44071
C -0.16518 1.51411 -1.60864
O -0.27335 0.47054 -2.40059
C -0.42034 2.85698 -2.27651
N -1.07835 2.65356 -3.57301
C -0.38880 3.45969 -4.59056
C 1.05759 3.40014 -4.12344
C 0.92619 3.54833 -2.60552
H -1.00143 3.45794 -1.57493
H -2.07466 2.82008 -3.53492
H -0.61544 0.84772 -3.25017
H -0.74170 4.49748 -4.60118
H -0.54378 3.03390 -5.58114
H 1.67356 4.18139 -4.56477
H 1.49517 2.43453 -4.38261
H 0.86493 4.60089 -2.32961
H 1.75452 3.10999 -2.05194
*
```


Sequential electronic energy output: -2746.772002, -401.959227, -2036.744029, -2080.859487 a.u.